{"formula": "C19H21AsCl2F5IrO2SeSi2", "method": "ωB97M-V/def2-TZVPD", "symbols": ["C", "H", "C", "H", "C", "H", "H", "C", "C", "C", "F", "H", "H", "O", "C", "F", "Se", "Ir", "C", "C", "C", "H", "Si", "As", "C", "C", "H", "H", "H", "C", "Cl", "H", "H", "H", "F", "F", "H", "H", "C", "O", "C", "C", "H", "F", "H", "H", "C", "C", "Si", "H", "C", "H", "H", "Cl"], "coordinates": [[-1.18528, -3.10762, -1.68892], [1.87497, -3.54261, -1.51038], [3.29320, 0.16478, -0.92878], [-0.18058, -3.88762, 2.15373], [4.93866, 4.20515, 1.07631], [3.50033, -2.90374, -1.73662], [3.52191, 5.58198, 0.27400], [-3.78932, 1.27507, 0.25356], [3.68548, 4.60561, 0.71122], [2.58493, -2.79865, -1.14970], [-5.58386, -1.22887, 2.16917], [3.55021, 0.15789, 0.12667], [4.18823, -0.09121, -1.50062], [1.80211, 1.56532, 1.56509], [1.29038, 4.18268, 0.55278], [-7.48434, -0.51358, 0.37277], [-2.12302, 2.16052, 0.13135], [0.02543, 1.42406, 0.70190], [-6.03220, 1.04217, -0.60993], [-4.08762, 0.31335, 1.20493], [4.07588, 2.07536, 1.81499], [2.99163, 1.17885, -1.20064], [-1.12472, -2.81302, 0.14585], [0.24696, -0.81758, 0.47684], [-2.83544, -2.63734, 0.81353], [2.76555, 2.42705, 1.41053], [-0.20656, -3.28039, -2.13087], [1.16933, 5.24215, 0.30772], [-0.61917, -5.08186, 0.92881], [-6.29735, 0.06512, 0.33795], [6.30023, 5.24324, 0.86844], [1.79127, -0.51114, -3.64340], [-2.85205, -2.33119, 1.85652], [-1.65796, -2.27730, -2.21581], [-4.55369, 2.56392, -1.57455], [-3.16990, -0.00956, 2.11737], [0.36566, -1.44014, -3.17444], [-3.41970, -1.92320, 0.23341], [-5.32306, -0.30167, 1.25539], [0.25183, 3.49487, 0.54201], [1.04413, -0.65207, -2.85731], [-0.16435, -4.10069, 1.08317], [6.11833, 2.63603, 1.96545], [-6.97280, 1.39523, -1.47417], [0.47095, 0.27201, -2.76397], [0.87829, -4.16007, 0.77031], [2.59409, 3.72923, 0.89113], [-4.78406, 1.63972, -0.64827], [1.94642, -1.05196, -1.28204], [-1.79107, -4.00237, -1.85650], [5.12890, 2.93594, 1.64789], [-3.32623, -3.61216, 0.73875], [2.82847, -3.03877, -0.11318], [4.34056, 0.53912, 2.56058]], "lowdin_charge": [-0.2032, 0.0203, -0.2095, 0.0428, -0.6553, 0.0451, 0.1262, -0.4424, -0.0380, -0.2123, 0.1437, -0.0241, 0.0549, -0.3305, -0.1222, 0.1632, 0.8867, 0.6489, -0.1335, -0.2802, -0.5762, 0.0428, 0.3266, 0.8769, -0.2025, -0.3760, 0.0071, 0.1549, 0.0499, -0.1204, 0.7182, 0.0518, 0.0400, 0.0430, 0.0992, 0.0683, 0.0122, 0.0291, -0.1547, -0.2656, -0.1953, -0.2086, 0.1188, 0.1514, 0.0340, 0.0137, -0.1256, -0.2532, 0.3342, 0.0545, -0.0814, 0.0601, 0.0346, 0.7578], "e_lumo_ev": [-5.70, -5.62], "e_above_lowest_kj_mol": 19.67, "spin_multiplicity": 2, "gap_ha": [0.19913, 0.21042], "max_force_ev_per_a": 1.64, "homo_ev": [-11.11, -11.35], "energy_ev": -207543.4693, "charge": 1}